Computed, not measured: an isolated molecule of C28H32O15 at a distorted geometry, with ωB97M-V/def2-TZVPD.

Last column: Mulliken charge in e.
Element x y z (Å)
1 C -0.73 1.10 8.68  -0.87
2 O 0.59 0.87 8.26  -0.50
3 C 0.81 0.54 6.95  1.29
4 C -0.16 0.42 5.97  -0.56
5 C 0.19 0.08 4.68  -1.10
6 C 1.52 -0.13 4.33  0.24
7 C 1.87 -0.47 2.95  1.08
8 C 3.09 -0.23 2.39  -1.06
9 C 3.36 -0.56 1.02  1.04
10 O 4.45 -0.34 0.47  -0.87
11 C 2.24 -1.16 0.31  0.27
12 C 2.34 -1.49 -1.06  0.04
13 O 3.48 -1.38 -1.72  -0.69
14 C 1.21 -1.95 -1.74  -1.49
15 C 0.00 -2.12 -1.07  1.05
16 O -1.15 -2.57 -1.66  -0.50
17 C -1.26 -2.47 -3.06  0.14
18 O -1.15 -1.16 -3.52  -0.37
19 C -2.27 -0.30 -3.33  0.70
20 C -2.52 0.09 -1.86  -1.61
21 O -1.44 0.72 -1.22  0.11
22 C -1.21 2.05 -1.57  -0.21
23 O -0.51 2.22 -2.77  -0.56
24 C 0.77 1.57 -2.78  1.73
25 C 1.38 1.75 -4.16  -1.92
26 C 1.67 2.17 -1.68  -0.14
27 O 2.88 1.47 -1.66  -0.57
28 C 0.95 2.06 -0.33  1.11
29 O 1.72 2.62 0.71  -0.62
30 C -0.43 2.72 -0.43  -0.61
31 O -0.31 4.11 -0.67  -0.68
32 C -3.56 -0.89 -3.95  -0.50
33 O -4.04 0.00 -4.91  -0.60
34 C -3.26 -2.27 -4.54  -0.17
35 O -4.47 -2.84 -4.97  -0.57
36 C -2.59 -3.14 -3.47  -0.29
37 O -2.44 -4.46 -3.93  -0.61
38 C -0.09 -1.84 0.29  -0.36
39 C 1.01 -1.34 0.96  0.41
40 O 0.85 -1.02 2.27  -0.41
41 C 2.50 -0.01 5.32  -0.95
42 C 2.16 0.32 6.62  0.28
43 O 3.12 0.42 7.56  -0.64
44 H -0.67 1.34 9.74  0.25
45 H -1.36 0.21 8.55  0.35
46 H -1.18 1.95 8.15  0.35
47 H -1.20 0.59 6.20  0.39
48 H -0.57 0.00 3.92  0.44
49 H 3.87 0.24 2.96  0.38
50 H 4.13 -0.94 -1.10  0.46
51 H 1.32 -2.15 -2.79  0.23
52 H -0.43 -3.01 -3.55  0.23
53 H -2.00 0.60 -3.90  0.67
54 H -3.40 0.74 -1.84  0.45
55 H -2.71 -0.81 -1.27  0.38
56 H -2.16 2.58 -1.74  0.40
57 H 0.64 0.51 -2.57  -0.78
58 H 0.76 1.25 -4.90  0.38
59 H 1.44 2.81 -4.41  0.39
60 H 2.38 1.32 -4.15  0.36
61 H 1.86 3.23 -1.90  0.31
62 H 3.31 1.61 -0.81  0.48
63 H 0.81 1.00 -0.09  -0.68
64 H 1.59 3.57 0.68  0.47
65 H -0.97 2.61 0.52  0.65
66 H -0.19 4.23 -1.62  0.51
67 H -4.32 -1.03 -3.16  0.35
68 H -4.74 -0.45 -5.41  0.44
69 H -2.58 -2.15 -5.40  0.16
70 H -4.38 -3.81 -4.90  0.44
71 H -3.24 -3.21 -2.59  0.34
72 H -1.79 -4.48 -4.64  0.41
73 H -1.03 -1.97 0.80  0.52
74 H 3.54 -0.19 5.11  0.49
75 H 2.70 0.66 8.40  0.33

Results
**HOMO**: -8.27 eV
**Gap between HOMO and LUMO**: 8.33 eV
**Structure (SMILES)**: COc1ccc(-c2cc(=O)c3c(O)cc(O[C@@H]4O[C@H](CO[C@@H]5O[C@@H](C)[C@H](O)[C@@H](O)[C@H]5O)[C@@H](O)[C@H](O)[C@H]4O)cc3o2)cc1O
**E_LUMO**: 0.002 Ha
**Largest force on an atom**: 1.012 eV/Å


Computed, not measured: C44H35AsGeMoN2O as an isolated structure, with ωB97M-V/def2-TZVPD.

Last column: Mulliken charge in e.
Element x y z (Å)
1 Mo -0.15 -0.69 0.06  0.29
2 O 1.66 -1.00 -0.37  -0.22
3 C 2.79 -1.31 0.30  0.75
4 C 3.90 -1.71 -0.44  -0.93
5 C 5.07 -2.03 0.21  -0.63
6 C 5.15 -1.95 1.59  -0.95
7 C 4.06 -1.55 2.33  -1.15
8 C 2.85 -1.22 1.70  0.72
9 C 1.70 -0.77 2.48  0.45
10 N 0.47 -0.45 2.04  0.67
11 C -0.26 -0.02 3.13  -0.81
12 C 0.52 -0.09 4.24  -1.30
13 N 1.74 -0.56 3.81  -0.02
14 H 3.81 -1.78 -1.52  0.57
15 H 5.93 -2.36 -0.36  0.50
16 H 6.07 -2.21 2.10  0.48
17 H 4.16 -1.51 3.41  0.39
18 H -1.28 0.30 3.04  0.62
19 H 0.32 0.13 5.27  0.50
20 H 2.53 -0.74 4.41  0.17
21 C -6.81 0.69 -1.07  -0.59
22 C -6.75 -0.42 -0.25  -0.78
23 C -5.53 -0.86 0.24  -0.56
24 C -4.38 -0.16 -0.10  0.65
25 C -4.43 0.97 -0.93  0.07
26 C -5.66 1.38 -1.42  -0.99
27 As -2.68 -0.74 0.54  1.72
28 C -2.81 -2.34 1.60  0.31
29 C -3.29 -2.44 2.89  -0.87
30 C -3.26 -3.68 3.53  -0.77
31 C -2.75 -4.79 2.87  -0.78
32 C -2.26 -4.69 1.58  -0.66
33 C -2.29 -3.46 0.93  0.17
34 C -1.85 -3.23 -0.46  1.93
35 C -1.51 -4.20 -1.40  -0.69
36 C -1.22 -3.81 -2.70  -0.94
37 C -1.28 -2.47 -3.11  -0.82
38 C -1.62 -1.49 -2.20  -0.03
39 C -1.86 -1.88 -0.87  -1.39
40 H -7.77 1.02 -1.45  0.42
41 H -7.65 -0.96 0.02  0.43
42 H -5.48 -1.74 0.88  0.46
43 H -3.53 1.52 -1.19  0.25
44 H -5.71 2.25 -2.06  0.46
45 H -3.70 -1.58 3.41  0.55
46 H -3.65 -3.77 4.53  0.49
47 H -2.75 -5.75 3.38  0.46
48 H -1.88 -5.58 1.09  0.45
49 H -1.50 -5.25 -1.15  0.51
50 H -0.97 -4.57 -3.43  0.46
51 H -1.09 -2.21 -4.15  0.58
52 H -1.71 -0.45 -2.50  0.82
53 C -1.24 2.88 0.69  -1.25
54 Ge 0.14 1.89 -0.27  1.27
55 C -0.01 2.16 -2.19  1.05
56 C 0.42 1.21 -3.12  -0.14
57 C 0.25 1.41 -4.48  -1.15
58 C -0.36 2.57 -4.93  -0.74
59 C -0.79 3.53 -4.03  -0.74
60 C -0.63 3.32 -2.66  -0.66
61 C 1.89 2.42 0.53  0.51
62 C 1.82 2.92 1.84  -0.33
63 C 2.93 3.42 2.50  -1.09
64 C 4.18 3.42 1.87  -0.88
65 C 4.31 2.90 0.58  0.80
66 C 5.56 2.90 -0.07  -0.69
67 C 5.71 2.39 -1.36  -0.74
68 C 4.60 1.88 -2.01  -0.94
69 C 3.35 1.87 -1.40  -0.01
70 C 3.16 2.38 -0.10  0.49
71 H -1.11 3.96 0.56  0.54
72 H -1.24 2.67 1.76  0.36
73 H -2.22 2.61 0.29  0.29
74 H 0.92 0.30 -2.79  0.66
75 H 0.60 0.67 -5.19  0.51
76 H -0.48 2.74 -6.00  0.44
77 H -1.26 4.43 -4.38  0.48
78 H -0.98 4.08 -1.98  0.38
79 H 0.87 2.96 2.35  0.40
80 H 2.84 3.83 3.50  0.51
81 H 5.04 3.82 2.38  0.51
82 H 6.42 3.31 0.45  0.50
83 H 6.68 2.41 -1.83  0.47
84 H 4.70 1.48 -3.02  0.53
85 H 2.51 1.48 -1.95  0.23

Results
**Total charge**: +3
**HOMO (spin up / spin down)**: -16.09 / -16.10 eV
**Gap between HOMO and LUMO (spin up / spin down)**: 6.27 / 5.05 eV
**Spin multiplicity**: 4
**ΔE to the lowest compared entry with this formula, charge and spin**: 0.00 kcal/mol
**E_LUMO (spin up / spin down)**: -0.361 / -0.406 Ha
**Largest force on an atom**: 0.744 eV/Å